Here is the ion C21H16F3N2 with charge +1 at a distorted geometry from the OMol25 dataset. Energies are from wB97M-V/def2-TZVPD.

Each line ends with the Löwdin charge.
Atoms and positions in Å:
C: 0.88893 -0.88906 -0.90625  -0.14
C: 1.08782 -2.25215 -1.34409  -0.19
N: 1.03713 -3.33357 -1.78863  0.24
N: 2.14485 -0.22384 -0.59386  -0.01
C: 2.18612 1.12936 -0.78765  0.04
C: 3.29951 1.81699 -0.30544  0.00
C: 4.33469 1.16668 0.33348  0.00
C: 4.29364 -0.21559 0.40390  0.00
C: 3.21787 -0.92143 -0.10180  0.03
H: 0.45754 -0.24141 -1.72404  0.17
H: 1.33084 1.59343 -1.26380  0.15
H: 3.28280 2.90844 -0.38948  0.14
H: 5.16292 1.69795 0.76396  0.13
H: 5.06268 -0.80506 0.89830  0.13
H: 3.20202 -2.01044 -0.12037  0.15
F: -1.07376 5.01690 0.88541  0.10
C: -0.94429 4.27882 2.05510  -0.49
F: 0.23488 4.69035 2.63813  0.11
F: -1.98754 4.64794 2.85964  0.13
C: -0.96762 2.80328 1.75998  -0.11
C: 0.04028 1.96825 2.28289  0.00
C: 0.11031 0.65873 1.85189  -0.02
C: -0.76371 0.19741 0.85003  -0.20
C: -0.48211 -1.07578 0.20336  -0.12
C: -1.57712 -1.86267 -0.46701  -0.20
C: -1.70472 -3.26143 -0.29598  -0.05
C: -2.47620 -4.00482 -1.16724  -0.07
C: -3.18318 -3.37202 -2.20349  -0.05
C: -3.01958 -2.00237 -2.43272  -0.05
C: -2.32927 -1.22542 -1.49024  -0.04
C: -1.82349 1.01558 0.42806  0.00
C: -1.92963 2.33595 0.85680  0.02
H: 0.75051 2.30859 3.03656  0.13
H: 0.79546 -0.05808 2.30511  0.13
H: 0.15789 -1.70800 0.81438  0.13
H: -1.15514 -3.70590 0.55888  0.13
H: -2.60475 -5.07629 -0.95341  0.12
H: -3.76959 -3.98858 -2.89040  0.11
H: -3.49952 -1.52110 -3.27786  0.11
H: -2.35669 -0.15455 -1.65497  0.09
H: -2.66569 0.67872 -0.17653  0.10
H: -2.76510 2.99620 0.54940  0.15

Computed properties:
SMILES string: N#C[C@@H]([C@H](c1ccccc1)c1ccc(C(F)(F)F)cc1)[n+]1ccccc1
total energy: -33161.4391 eV
energy above the lowest of the compared OMol25 structures with the same formula, charge and spin: 27.60 kJ/mol
total charge: +1
lowest unoccupied orbital energy: -4.86 eV
HOMO energy: -0.4456 Eh
Kohn-Sham gap: 7.270 eV